ORCA calculation (wB97M-V/def2-TZVPD) on a structure of composition C26H19F8N8S3SbSe4W at a distorted geometry.

```
70
Properties=species:S:1:pos:R:3:forces:R:3:lowdin_charge:R:1
W -0.29092 0.33406 -0.29328 0.1 0.5 -0.5 0.728
C -1.88440 3.75588 1.60080 0.1 0.2 0.2 -0.041
C -0.98056 2.60976 1.36918 0.1 -0.4 0.3 -0.285
N -1.36117 1.36294 1.34904 -0.5 0.4 -0.6 -0.144
N -2.70527 1.17713 1.52549 0.1 -0.2 0.3 -0.006
C -3.18540 0.07884 1.01305 -0.1 0.2 -0.2 -0.840
N -4.51568 -0.11309 1.09639 0.1 -0.1 0.2 0.109
S -2.25838 -1.15130 0.19613 0.2 -0.1 0.2 0.539
C 0.45013 2.79541 1.08898 -0.2 -0.1 0.5 -0.224
C 1.09664 4.00853 1.13235 0.3 0.1 0.0 0.035
C 2.48086 4.02432 0.96733 -0.2 0.0 0.0 -0.003
C 3.15526 2.83045 0.79568 -0.1 -0.2 0.1 -0.010
C 2.42053 1.65732 0.70508 0.2 0.1 -0.1 -0.133
N 1.09721 1.64409 0.82789 -0.1 0.3 -0.5 -0.062
H -2.87248 3.41813 1.88499 0.0 0.0 0.0 0.063
H -1.98656 4.32582 0.67130 0.0 0.0 0.0 0.046
H -1.47524 4.41390 2.37143 0.0 0.0 0.0 0.097
H -5.08351 0.65418 1.41597 0.0 0.0 0.0 0.113
H -4.94294 -0.81892 0.52492 0.0 0.0 0.0 0.095
H 0.53168 4.91536 1.28796 0.0 0.0 0.0 0.124
H 3.01996 4.96187 0.98670 0.0 0.0 0.0 0.122
H 4.23046 2.79442 0.70016 0.0 0.0 0.0 0.121
H 2.89162 0.70121 0.52680 0.0 0.0 -0.1 0.100
C 4.02543 -3.75842 -3.46773 0.0 0.0 0.0 0.003
C 2.59668 -3.36549 -3.48134 0.1 -0.1 -0.1 -0.323
N 1.68112 -3.86166 -4.24389 0.0 0.1 0.0 0.140
N 0.55289 -3.17538 -3.89510 0.0 -0.1 -0.1 0.029
C 0.74416 -2.26063 -2.94222 0.0 0.2 0.2 -0.630
S -0.54195 -1.27655 -2.39683 0.3 -0.4 0.2 0.614
N 2.07383 -2.37088 -2.67318 -0.1 0.0 0.1 -0.066
N 2.76718 -1.58589 -1.76642 0.2 -0.1 0.0 0.098
H 4.15210 -4.62997 -4.10350 0.0 0.0 0.0 0.091
H 4.35413 -3.99965 -2.45674 0.0 0.0 0.0 0.087
H 4.65337 -2.95157 -3.84874 0.0 0.0 0.0 0.088
H -0.31821 -3.35643 -4.36622 0.0 0.0 0.0 0.162
H 3.60716 -1.22559 -2.20016 0.0 0.1 -0.1 0.105
H 2.98460 -2.12046 -0.93313 -0.1 0.0 0.0 0.075
Se -1.74802 3.98680 -4.20413 0.1 -0.3 0.2 -0.084
Sb -3.52587 2.93712 -2.99185 -1.5 1.1 -0.9 -0.326
Se -4.30438 4.06152 -1.01382 0.2 -0.3 -0.2 -0.083
Se -4.88406 1.21787 -3.91751 0.3 0.1 0.1 -0.140
Se -1.73905 1.41644 -1.59794 0.5 -0.1 0.3 0.378
F 4.47394 6.78449 -5.20304 0.0 0.0 0.0 0.140
C 4.97600 5.54285 -5.25739 0.0 -0.1 0.0 -0.586
F 6.20535 5.58626 -4.70403 0.0 0.0 0.0 0.133
F 5.15467 5.24093 -6.55792 0.0 0.0 0.0 0.142
C 4.10027 4.53876 -4.56287 0.0 0.0 0.0 -0.123
C 2.81138 4.86569 -4.17244 0.0 0.0 0.0 0.010
C 2.03970 3.93714 -3.49057 0.0 0.1 -0.1 -0.019
C 2.55984 2.67741 -3.19442 -0.1 -0.1 0.1 -0.231
C 3.84268 2.34278 -3.63803 0.0 0.0 0.0 -0.024
C 4.60900 3.26872 -4.31858 0.0 0.0 0.0 -0.012
C 1.79187 1.76126 -2.39848 0.3 -0.2 -0.2 -0.092
C 1.18356 0.98794 -1.68950 -0.3 0.0 0.1 -0.307
H 2.40595 5.84244 -4.39681 0.0 0.0 0.0 0.125
H 1.02512 4.17947 -3.20001 0.0 0.0 0.0 0.055
H 4.23387 1.35380 -3.43716 0.0 0.0 0.0 0.105
H 5.60420 3.01178 -4.65771 0.0 0.0 0.0 0.124
F 2.56663 -1.45272 5.53634 0.0 0.0 0.0 0.137
C 1.87629 -1.37001 4.39596 -0.3 -0.2 0.2 -0.225
C 2.22639 -0.42409 3.31881 0.3 0.2 0.2 -0.237
F 1.81770 0.84389 3.36751 -0.1 0.0 0.0 0.133
C 3.17496 -1.00898 2.39877 -0.4 -0.1 0.2 -0.113
F 4.21309 -1.75270 2.82183 0.0 0.0 0.0 0.079
C 1.84260 -1.57022 2.17081 0.1 0.3 -0.9 -0.518
S 0.83649 -1.59805 0.70908 0.2 -0.8 0.5 0.598
C 1.55190 -2.51112 3.30887 -0.2 -0.2 0.2 -0.306
F 1.93904 -3.78299 3.29370 0.1 0.0 0.0 0.139
C 0.54082 -1.90068 4.14552 0.6 0.3 -0.6 0.003
F -0.49766 -1.20703 3.70539 -0.3 -0.1 0.2 0.107
```
Forces are in eV/Å.

Results
energy relative to the best compared isomer or geometry (same formula, charge and spin) = 232.5 kcal per mole
HOMO level (spin up / spin down) = -7.2 / -7.2 eV


ORCA calculation (wB97M-V/def2-TZVPD) on a structure of composition C40H37BrIMoN2O2PS2 at a distorted geometry.

```
87
Properties=species:S:1:pos:R:3:forces:R:3:lowdin_spin:R:1
Mo 0.14757 -0.12915 0.41904 0.3 0.8 0.0 1.866
O -1.04818 -0.12445 -0.91764 -0.8 -0.3 -1.0 -0.003
P -2.58658 -0.37285 -1.44618 -0.8 -0.1 -0.3 0.003
C -3.44853 1.12528 -1.02775 0.1 -0.2 0.0 -0.001
C -2.86702 2.32876 -1.44664 -0.1 0.0 0.0 0.000
C -3.56738 3.51056 -1.28003 0.0 0.0 0.0 0.000
C -4.83784 3.49058 -0.70815 0.0 0.0 0.0 -0.001
C -5.40627 2.29510 -0.28875 0.0 0.0 0.0 0.000
C -4.71618 1.10160 -0.45041 0.1 0.0 0.1 -0.001
C -2.59749 -0.60156 -3.19680 0.2 0.1 0.2 -0.001
C -1.65025 -1.41851 -3.82292 -0.1 -0.1 0.0 0.000
C -1.75219 -1.65498 -5.18001 0.1 0.0 0.1 0.000
C -2.80686 -1.10541 -5.90413 0.0 0.0 0.0 0.000
C -3.75626 -0.30874 -5.27834 0.0 0.0 0.0 0.000
C -3.65596 -0.04422 -3.92199 0.1 0.1 0.0 0.000
C -3.11863 -1.85237 -0.60723 0.1 0.1 -0.1 0.001
C -2.31027 -2.57269 0.27200 0.0 0.1 0.0 0.023
C -2.74435 -3.77819 0.79209 0.0 0.0 0.0 0.003
C -3.99513 -4.26851 0.43383 0.0 0.0 0.0 0.002
C -4.80771 -3.55721 -0.43873 0.0 0.0 0.0 0.000
C -4.36953 -2.35754 -0.97552 0.0 0.0 0.0 0.001
H -1.90047 2.33224 -1.93968 0.0 0.0 0.0 0.000
H -3.14722 4.44398 -1.63187 0.0 0.0 0.0 0.000
H -5.39609 4.41315 -0.61317 0.0 0.0 0.0 0.000
H -6.39623 2.28657 0.14765 0.0 0.0 0.0 0.000
H -5.16334 0.16670 -0.13622 0.0 0.0 0.0 0.000
H -0.85687 -1.88233 -3.25036 0.0 0.0 0.0 0.000
H -1.01999 -2.27756 -5.67573 0.0 0.0 0.0 0.000
H -2.89087 -1.30452 -6.96424 0.0 0.0 0.0 0.000
H -4.57249 0.11514 -5.84709 0.0 0.0 0.0 0.000
H -4.38837 0.59085 -3.43954 0.0 0.0 0.0 0.000
H -1.31848 -2.21100 0.55299 0.0 -0.1 0.0 0.015
H -2.11397 -4.34849 1.46052 0.0 0.0 0.0 0.000
H -4.32948 -5.21855 0.82883 0.0 0.0 0.0 0.000
H -5.77860 -3.94500 -0.71599 0.0 0.0 0.0 0.000
H -4.98999 -1.82490 -1.68741 0.0 -0.1 0.0 0.000
Br 4.08557 0.01142 0.56607 0.0 0.0 0.0 0.015
C 4.69482 -0.49384 -1.14990 -0.1 0.0 -0.1 0.003
C 6.03100 -0.32668 -1.47255 0.0 0.0 0.0 0.000
C 6.47892 -0.67433 -2.74057 0.0 0.0 0.0 0.003
C 5.60124 -1.17774 -3.68787 0.0 0.0 0.0 0.000
C 4.25824 -1.35357 -3.37885 -0.1 -0.1 0.0 0.001
C 3.83905 -1.00865 -2.11072 -0.2 0.1 0.4 0.005
I 1.76306 -1.35637 -1.71182 0.1 0.0 0.0 0.037
H 6.71590 0.06902 -0.73528 0.0 0.0 0.0 0.000
H 7.52482 -0.54723 -2.98439 0.0 0.0 0.0 0.000
H 5.95104 -1.43897 -4.67721 0.0 0.0 0.0 0.000
H 3.57565 -1.75629 -4.11517 0.0 0.0 0.0 0.000
S -1.68617 0.56614 1.93140 0.1 -0.1 -0.2 0.021
C -1.80134 2.22478 2.51698 0.2 0.0 -0.1 0.012
N -1.20790 3.24861 1.93813 0.0 0.0 0.0 0.004
C -1.37297 4.63840 2.40909 0.0 0.1 0.1 0.001
C -2.71587 4.78383 3.10566 0.0 -0.1 0.0 0.000
C -2.88415 3.70257 4.15871 0.0 0.2 0.0 0.000
N -2.57072 2.38655 3.57063 0.0 0.0 0.1 -0.002
H -0.66776 3.08699 1.10602 -0.1 0.0 0.0 0.005
H -1.31506 5.29164 1.54114 0.0 0.0 0.0 0.000
H -0.54880 4.88649 3.07980 0.0 0.0 0.0 0.000
H -3.52297 4.72307 2.37372 0.0 0.0 0.0 0.000
H -2.77027 5.75963 3.58451 0.0 0.0 0.0 0.000
H -3.90812 3.66769 4.52428 0.0 0.0 0.0 0.000
H -2.22836 3.87440 5.01356 0.0 0.0 0.0 0.000
H -2.99088 1.56723 3.98552 0.0 0.0 0.0 0.000
O 1.07563 -0.52461 1.89602 0.9 -0.5 1.0 -0.017
S 1.08227 -0.83356 3.53159 0.4 -0.2 0.6 0.002
C 1.59704 0.75301 4.15324 -0.1 0.0 -0.3 -0.001
C 1.40041 0.91662 5.51933 -0.1 -0.1 0.0 0.000
C 1.85645 2.08507 6.11079 0.0 0.0 0.0 0.000
C 2.48907 3.05444 5.34095 0.0 0.0 0.0 0.000
C 2.65827 2.87470 3.97275 0.0 0.0 0.0 0.000
C 2.20877 1.71406 3.35837 0.0 -0.1 0.1 0.003
C 2.41118 -1.89456 3.87740 -0.3 0.2 -0.2 -0.001
C 2.02496 -3.19162 4.24129 0.0 0.0 -0.1 0.000
C 2.99975 -4.07506 4.66747 0.0 0.0 0.0 0.000
C 4.32630 -3.66261 4.71482 0.0 0.0 0.0 0.001
C 4.69623 -2.36736 4.34228 0.0 0.1 0.0 0.000
C 3.74147 -1.46285 3.93139 0.1 0.0 0.0 0.000
H 0.92381 0.14545 6.11439 0.0 0.0 0.0 0.000
H 1.72374 2.23182 7.17419 0.0 0.0 0.0 0.000
H 2.86587 3.95291 5.81165 0.0 0.0 0.0 0.000
H 3.16146 3.63070 3.38447 0.0 0.0 0.0 0.000
H 2.37340 1.55340 2.30060 0.0 0.1 0.0 0.002
H 0.98357 -3.48820 4.20547 0.0 0.0 0.0 0.000
H 2.72517 -5.07633 4.96909 0.0 0.0 0.0 0.000
H 5.08767 -4.35203 5.05637 0.0 0.0 0.0 0.000
H 5.73288 -2.06292 4.39048 0.0 0.0 0.0 0.000
H 4.01582 -0.44723 3.67889 0.0 0.0 0.0 0.000
```
Forces are in eV/Å.

Results
charge = +4
energy relative to the best compared isomer or geometry (same formula, charge and spin) = 31.2 kcal per mole
HOMO level (spin up / spin down) = -18.3 / -18.3 eV
spin multiplicity = 3


ORCA calculation (wB97M-V/def2-TZVPD) on a structure of composition C17H12BCl48FI at a distorted geometry.

```
80
Properties=species:S:1:pos:R:3:forces:R:3:lowdin_charge:R:1
C 5.72551 1.70577 1.89472 0.6 -0.7 0.0 -0.202
C 4.67118 0.97621 1.08195 -0.3 0.6 0.5 -0.805
I 5.62076 -0.04158 -0.59279 0.1 -0.1 0.0 0.684
C 3.48494 1.82805 0.66269 -0.6 -0.4 -0.3 -0.301
B 2.11948 1.14313 1.30788 0.3 0.3 -0.3 -0.546
C 0.74810 1.98722 0.98536 -0.2 -0.6 0.6 -0.211
C -0.36776 1.57283 1.94878 0.6 -0.3 -0.2 -0.248
F -0.48484 2.47809 3.02574 -0.2 -0.1 -0.2 -0.101
H 6.33107 2.38010 1.28826 -0.2 0.2 0.0 0.061
H 5.26429 2.22762 2.73464 -0.2 0.2 -0.1 0.072
H 6.41341 0.96815 2.32455 0.1 0.1 0.0 0.045
H 4.30129 0.15161 1.68935 0.1 -0.2 -0.3 0.002
H 3.34026 1.81974 -0.41692 0.2 0.1 -0.1 0.012
H 3.61340 2.87848 0.94412 0.2 0.0 0.1 0.086
H 2.30340 0.98424 2.51904 -0.1 0.1 0.1 0.067
H 2.03126 0.02101 0.79290 0.0 -0.1 0.1 0.054
H 0.37678 1.72874 -0.01143 0.2 0.3 -0.2 0.041
H 0.89346 3.06945 1.05572 -0.2 0.1 -0.1 0.075
H -1.34240 1.45251 1.46181 -0.1 0.4 0.2 0.096
H -0.09788 0.60854 2.39348 -0.1 0.1 0.1 0.076
C 0.63802 3.42701 -2.98014 0.0 0.0 0.1 -2.027
Cl 0.39395 4.17799 -4.56483 0.2 0.0 -0.1 0.489
Cl -0.71094 2.33205 -2.65335 -0.1 0.0 0.0 0.528
Cl 2.15089 2.53463 -2.95461 -0.1 0.0 0.0 0.574
Cl 0.67287 4.68805 -1.74452 0.3 -0.2 -0.2 0.500
C -3.52200 5.67458 -5.56425 0.0 0.0 0.1 -2.058
Cl -2.96574 4.38709 -4.50443 -0.2 0.0 0.0 0.506
Cl -3.93685 7.09672 -4.60131 0.0 0.0 0.0 0.519
Cl -2.23736 6.09460 -6.70539 0.0 0.0 0.0 0.511
Cl -4.94838 5.13754 -6.46288 0.0 0.0 0.0 0.513
C 2.82104 -2.99548 2.62959 -0.1 0.1 -0.2 -2.006
Cl 4.01547 -2.08994 3.55904 0.1 -0.1 -0.1 0.527
Cl 3.19210 -2.94752 0.91149 0.1 0.0 0.1 0.497
Cl 2.86040 -4.70349 3.16615 0.2 0.2 0.1 0.462
Cl 1.23302 -2.29486 2.89923 0.0 -0.1 0.1 0.549
C -2.40343 7.11064 0.79353 0.1 -0.1 0.0 -2.034
Cl -2.39344 8.76034 0.14811 0.0 0.0 0.0 0.512
Cl -1.30852 6.09882 -0.14748 -0.4 0.2 0.2 0.496
Cl -1.88229 7.13835 2.48196 0.0 0.0 0.0 0.518
Cl -4.04141 6.45608 0.69205 0.0 0.0 -0.1 0.499
C -1.69741 -6.00355 2.91524 0.1 0.1 -0.1 -2.038
Cl 0.01850 -5.61480 2.85414 -0.3 -0.2 0.1 0.489
Cl -2.08172 -7.17342 1.64216 0.0 0.0 0.0 0.503
Cl -2.11227 -6.69698 4.49007 0.0 0.0 0.0 0.521
Cl -2.62657 -4.52807 2.64944 0.0 0.0 0.2 0.506
C 6.70645 1.14879 6.46420 0.0 0.0 -0.1 -2.060
Cl 5.63732 0.27369 5.37594 0.0 0.0 0.0 0.527
Cl 8.32626 1.23356 5.76164 0.0 0.0 0.0 0.515
Cl 6.08782 2.78427 6.71004 0.0 0.0 0.0 0.522
Cl 6.78742 0.31191 8.02198 0.0 0.0 0.0 0.508
C -3.10960 -4.80120 -1.48214 -0.2 -0.1 0.0 -2.006
Cl -3.66417 -3.83056 -2.85194 0.0 0.1 -0.1 0.524
Cl -2.73759 -6.43806 -2.04400 -1.4 1.3 2.2 0.403
Cl -1.66090 -4.07068 -0.79863 0.0 0.0 0.0 0.546
Cl -4.39400 -4.87501 -0.26458 0.0 0.1 -0.1 0.505
C -6.64785 7.41775 3.46676 0.1 0.0 0.0 -2.049
Cl -7.31308 8.43878 2.18312 0.2 0.0 0.0 0.501
Cl -6.60686 5.73608 2.93159 0.0 0.0 0.1 0.510
Cl -5.01189 7.95015 3.84377 -0.1 0.0 0.1 0.519
Cl -7.66121 7.55384 4.91984 0.1 0.0 0.0 0.502
C 3.87824 -5.52918 -2.46298 -0.2 0.1 0.2 -2.030
Cl 2.51496 -6.32098 -3.28825 0.1 0.1 0.1 0.461
Cl 5.37574 -5.74836 -3.37108 -0.1 -0.1 -0.1 0.524
Cl 3.51958 -3.81399 -2.31931 0.1 0.1 -0.1 0.527
Cl 4.05562 -6.23472 -0.85539 0.0 0.0 0.0 0.528
C -1.19611 -7.95165 -4.39438 0.0 0.2 -0.2 -2.010
Cl 0.41589 -8.21126 -5.07002 -0.1 -0.1 0.0 0.497
Cl -2.36839 -8.94508 -5.26884 0.0 0.0 0.0 0.538
Cl -1.19416 -8.40494 -2.68799 0.9 -1.4 -0.4 0.492
Cl -1.63158 -6.24900 -4.54781 0.7 0.0 -1.6 0.501
C -10.93536 5.80792 1.61295 0.0 0.0 0.0 -2.049
Cl -10.62447 4.07212 1.70431 0.0 0.0 0.0 0.526
Cl -10.45622 6.40725 0.02125 0.0 0.0 0.0 0.523
Cl -12.66014 6.11128 1.86100 0.0 0.0 0.0 0.517
Cl -10.00132 6.63810 2.85473 -0.3 -0.1 0.0 0.488
C 4.57270 -9.35357 -6.45393 0.0 0.0 0.0 -2.046
Cl 3.70197 -8.23882 -5.40126 0.2 -0.1 -0.1 0.467
Cl 4.04557 -11.00988 -6.12971 0.0 0.0 0.0 0.520
Cl 4.24530 -8.95468 -8.14494 0.0 0.0 0.0 0.521
Cl 6.30621 -9.21681 -6.14271 0.0 0.0 0.0 0.524
```
Forces are in eV/Å.

Results
charge = -1
HOMO level = -5.4 eV